5
Properties=species:S:1:pos:R:3:forces:R:3 method="wB97M-V/def2-TZVPD" e_tot_ev=-95951.4938 total_charge=-1 largest_force_ev_per_a=3.38 e_above_lowest_ev=2.340 homo_lumo_gap_ev=4.8 e_homo_ha=-0.1589
O 0.39336 -1.03298 -1.22528 -0.941 -0.241 -1.265
O 1.16016 -1.21338 1.25842 -1.389 1.005 -0.427
P 0.52838 -0.52153 0.10983 2.789 1.368 1.322
Cl -3.31970 1.01752 -0.16860 0.476 -0.197 0.122
Br 1.23780 1.75038 0.02564 -0.935 -1.935 0.248


54
Properties=species:S:1:pos:R:3:forces:R:3 method="wB97M-V/def2-TZVPD" e_tot_ev=-37436.0232 largest_force_ev_per_a=6.70 e_above_lowest_ev=6.488 homo_lumo_gap_ev=9.7 e_homo_ha=-0.3715
O -0.33213 0.80979 -3.12818 4.006 -0.717 2.272
H 0.15969 0.79594 -2.12393 -2.121 0.128 -4.340
H 0.42691 0.65428 -3.83238 -2.168 0.718 2.261
O 1.08331 1.43787 -5.54411 0.009 -0.742 -0.139
H 1.53664 0.63055 -5.86792 -0.077 1.130 0.153
H 1.69336 2.17641 -5.42849 0.178 -0.472 -0.165
O -2.21050 -2.26388 -1.44304 1.985 -2.593 1.730
H -1.77041 -3.05836 -0.94761 -2.079 1.271 -0.983
H -1.35887 -1.82630 -1.49330 0.031 1.350 -0.626
O 3.26645 -4.01049 -1.03336 -0.744 -0.441 -0.722
H 3.92932 -4.02285 -1.71745 1.104 0.182 0.002
H 2.50782 -4.18519 -1.61534 -0.308 0.052 0.678
O -1.41416 -4.24352 1.05063 -1.449 -0.551 -1.515
H -0.51044 -4.24504 1.23383 2.510 -0.182 0.208
H -1.75640 -3.78976 1.79194 -1.012 0.812 1.201
O -3.59427 -1.68989 -4.27459 3.511 1.109 2.195
H -3.10672 -1.26270 -3.43851 -1.926 -1.586 -2.662
H -4.51229 -1.56977 -4.17194 -1.579 0.400 0.503
O 2.65187 -3.64048 3.62890 0.113 0.210 0.632
H 2.12342 -2.90524 3.32731 -0.238 0.459 0.039
H 2.69116 -4.21046 2.87597 0.133 -0.675 -0.683
O -3.31579 5.26601 1.38338 3.116 -2.151 0.342
H -2.73499 4.65478 2.05507 -2.073 2.243 -2.813
H -2.83383 5.23318 0.47835 -1.052 -0.140 2.468
O -4.51693 0.10800 0.19675 -2.744 -2.295 0.376
H -5.16605 0.77279 0.48357 0.530 0.118 -0.106
H -5.14592 -0.72813 0.22764 2.308 2.251 -0.268
O -1.98717 1.23581 -5.79657 -0.847 -0.183 0.879
H -1.10611 1.55800 -5.64720 0.843 0.250 -0.111
H -2.28772 1.10189 -4.87325 0.074 -0.094 -0.802
O 4.17226 -0.15887 -1.02640 1.041 1.242 -0.453
H 4.86648 0.54257 -1.11441 -1.020 -0.804 -0.157
H 4.41056 -0.54335 -0.18929 -0.029 -0.495 0.628
O 2.10813 -1.96702 0.41705 0.471 -2.080 1.360
H 2.21602 -1.28381 -0.21760 0.308 0.793 -1.089
H 2.66189 -2.76016 0.14491 -0.800 1.589 -0.058
O -1.48981 0.42507 -0.17240 -1.103 -2.133 1.853
H -2.45167 0.54963 -0.01349 0.375 0.582 -0.705
H -1.50052 -0.44204 0.35528 0.790 1.557 -1.139
O 2.45941 -0.30090 3.52839 -1.324 -2.140 -1.507
H 3.18634 0.26039 3.58886 2.015 1.666 0.442
H 2.63034 -0.76143 2.66957 -0.590 0.363 0.820
O 2.09543 3.68692 2.16854 -2.429 4.113 0.727
H 1.65364 4.37583 2.88649 1.805 -2.593 -2.802
H 1.84192 4.11725 1.25300 1.054 -0.658 3.179
O -1.75310 1.01481 4.98825 -6.648 0.223 -0.818
H -2.38375 1.05082 5.75433 1.224 -0.086 -1.154
H -0.91819 0.97269 5.28457 4.953 -0.098 1.904
O 1.37824 2.89275 -0.17466 1.359 -0.902 -4.124
H 2.27872 3.24051 -0.26547 -0.566 -0.252 0.408
H 0.96999 3.11657 0.60653 -1.223 0.206 2.632
O 0.83898 1.32442 5.08299 0.389 -3.112 3.379
H 0.93218 1.84886 4.36748 0.181 3.118 -3.685
H 1.30563 0.53048 4.76039 -0.270 0.043 0.356


95
Properties=species:S:1:pos:R:3:forces:R:3 method="wB97M-V/def2-TZVPD" e_tot_ev=-131196.5931 largest_force_ev_per_a=1.89 e_above_lowest_ev=0.000 homo_lumo_gap_ev=9.1 e_homo_ha=-0.3224
O -0.99211 -3.55117 0.64242 0.564 -0.087 0.002
S -2.27876 -4.03192 1.01602 -1.161 0.684 0.080
O -3.13176 -4.62610 0.03375 0.082 -0.215 -0.070
O -2.09586 -5.01574 2.23157 0.264 -0.278 0.123
C -2.96431 -6.15209 2.32187 -0.243 -1.391 -0.354
C -2.57460 -6.92739 3.55490 0.660 0.672 0.715
C -3.13754 -2.70544 1.82666 0.710 -0.190 -0.320
H -2.81057 -6.78497 1.44325 -0.004 0.203 -0.029
H -4.02614 -5.89581 2.32073 0.152 0.453 0.130
H -1.54092 -7.27273 3.49160 -0.100 -0.193 -0.254
H -3.22837 -7.76662 3.77510 -0.113 0.002 -0.208
H -2.55856 -6.25536 4.41931 -0.303 -0.079 -0.002
H -4.20797 -2.87803 1.81545 -0.034 0.070 -0.025
H -2.83101 -1.83601 1.24782 -0.426 0.231 0.123
H -2.72786 -2.65380 2.83377 -0.097 0.132 0.043
O 2.62390 3.65180 -8.59413 0.277 0.223 -0.232
S 1.73237 2.99698 -7.70625 0.142 0.708 0.475
O 0.79873 2.03890 -8.17461 -0.662 -0.677 -0.450
O 2.64331 2.33492 -6.59895 -0.170 -0.172 -0.161
C 2.02019 1.38796 -5.70085 0.612 -0.360 0.898
C 1.95509 -0.02747 -6.20852 -0.765 -0.444 -0.476
C 0.83647 4.19279 -6.74796 0.350 -0.214 0.374
H 1.02796 1.71596 -5.38688 0.045 0.221 -0.117
H 2.68472 1.42158 -4.83552 -0.136 0.101 0.037
H 1.13468 -0.13344 -6.92087 0.270 0.066 -0.252
H 1.67813 -0.71310 -5.40333 0.239 0.206 0.258
H 2.87832 -0.38911 -6.65539 0.096 0.193 0.027
H 1.53116 4.64746 -6.04446 0.026 0.098 -0.099
H 0.09170 3.63108 -6.19018 -0.194 0.191 -0.052
H 0.39742 4.95026 -7.38778 -0.082 -0.135 -0.150
O -0.82465 -2.14664 4.74814 -0.497 -0.272 0.491
S -0.39654 -1.00432 4.01804 0.655 0.479 -0.857
O -1.32056 0.03187 3.65195 -0.297 -0.017 0.130
O 0.78898 -0.34558 4.84919 -0.147 -0.018 0.174
C 0.74182 1.07095 5.09600 0.500 0.667 0.437
C -0.17896 1.45300 6.23417 -0.301 -0.355 0.313
C 0.45230 -1.60757 2.58416 0.075 -0.815 0.630
H 0.59804 1.60571 4.15921 -0.367 -0.027 0.019
H 1.73482 1.34393 5.46015 0.187 -0.376 -0.327
H -0.03675 2.50271 6.49180 -0.059 0.051 -0.140
H 0.10034 0.87284 7.11756 0.084 0.024 -0.037
H -1.23730 1.25172 6.07211 0.046 0.123 -0.313
H 0.42343 -2.67883 2.77831 0.149 -0.071 -0.369
H 1.48638 -1.28380 2.59430 -0.083 0.307 -0.170
H -0.06644 -1.38509 1.66248 0.027 0.300 0.041
O -6.01970 -0.74270 2.12526 -0.055 -0.062 0.093
S -5.24486 0.44078 1.90485 0.189 -0.306 0.080
O -4.20379 0.43318 0.93229 0.081 0.069 -0.306
O -6.20203 1.62144 1.49392 -0.194 0.013 0.044
C -7.33725 1.86363 2.36179 -0.233 0.330 -0.247
C -8.38859 2.64633 1.59122 -0.591 -0.281 0.701
C -4.54864 0.97298 3.42704 -0.091 -0.559 0.278
H -6.98149 2.42966 3.22409 0.057 -0.002 -0.023
H -7.76603 0.92098 2.69805 0.211 -0.094 0.027
H -9.14114 1.97538 1.17740 0.269 -0.041 -0.401
H -7.99032 3.30390 0.82591 0.134 0.018 0.047
H -8.95264 3.22153 2.33111 0.135 0.265 -0.153
H -5.25246 0.83204 4.24505 -0.237 0.364 -0.133
H -4.19750 1.99124 3.29697 0.136 -0.010 0.184
H -3.74465 0.26558 3.63374 0.298 0.271 -0.201
O 4.86259 0.11579 -3.49029 -0.328 1.180 -0.531
S 5.63719 -0.34773 -2.39988 -0.722 -1.598 0.418
O 6.97979 0.03182 -2.16083 0.927 0.220 -0.276
O 4.82287 -0.01077 -1.08825 -0.682 0.230 -0.127
C 5.25750 -0.52354 0.18612 0.621 0.121 0.448
C 4.19627 -1.39692 0.82618 0.662 0.141 -0.056
C 5.43114 -2.11644 -2.47082 1.141 0.237 1.493
H 5.47800 0.32724 0.83406 -0.263 0.182 -0.168
H 6.23548 -0.99851 0.07647 -0.178 -0.299 -0.153
H 4.62984 -1.76991 1.75697 -0.186 0.061 0.111
H 3.96555 -2.27280 0.22225 -0.221 0.099 -0.094
H 3.31894 -0.78809 1.03415 -0.212 -0.219 -0.081
H 4.40659 -2.27978 -2.15618 -0.185 -0.314 -0.664
H 6.07528 -2.52254 -1.68337 -0.091 -0.068 -0.041
H 5.80175 -2.53132 -3.39951 -0.490 0.154 -0.310
C 0.95152 0.28313 -2.19815 -0.576 0.138 -0.333
S 0.16047 0.99769 -0.75832 -0.019 0.291 0.234
O 0.94272 0.56939 0.44212 0.254 -0.134 0.129
C -1.29123 -0.05009 -0.77007 -0.154 -0.248 0.111
H 0.83317 -0.79935 -2.18784 0.240 -0.036 0.033
H 1.98550 0.60784 -2.28057 0.031 -0.003 0.198
H 0.38466 0.70897 -3.03085 0.122 -0.136 -0.148
H -1.83710 0.13578 0.15535 0.075 0.145 0.000
H -0.98115 -1.09657 -0.79875 -0.031 -0.014 -0.063
H -1.95484 0.19725 -1.59807 0.110 -0.007 -0.096
C 4.16577 4.13314 -2.11004 0.135 -0.330 -0.429
S 2.75910 4.39704 -1.03399 0.132 -0.262 0.328
O 1.55120 3.80933 -1.67620 -0.051 0.208 -0.453
C 3.15423 3.15273 0.18574 -0.200 -0.497 0.786
H 4.12450 3.13736 -2.55819 -0.169 -0.024 0.093
H 5.10139 4.21388 -1.55789 -0.066 0.222 0.088
H 4.12208 4.87416 -2.90627 0.053 0.051 0.046
H 2.43640 3.29318 0.99653 0.016 0.073 -0.031
H 4.15294 3.13708 0.62192 0.111 0.369 -0.264
H 2.91823 2.17127 -0.22826 0.118 0.073 -0.247


31
Properties=species:S:1:pos:R:3:forces:R:3 method="wB97M-V/def2-TZVPD" e_tot_ev=-23243.6950 largest_force_ev_per_a=5.62 e_above_lowest_ev=4.968 homo_lumo_gap_ev=10.0 e_homo_ha=-0.3542
C -3.16442 -0.07527 0.45246 0.096 -0.031 3.465
C -1.69023 -0.05897 0.92681 1.132 -2.348 2.551
C -3.70769 -1.54901 0.10100 -1.746 -0.860 2.629
C 0.53493 1.05275 0.51380 -1.290 -3.468 2.741
C 1.07984 2.20915 -0.18589 0.392 2.195 -1.192
C 1.25612 -0.32220 0.02855 -0.898 1.181 -0.099
C 2.72161 -0.34111 0.55435 0.016 -0.584 -2.064
C 3.51130 -1.48328 -0.31889 -1.049 2.702 1.661
H -3.46874 0.33172 -1.22779 -1.117 2.497 -0.634
H -4.38474 1.39293 -0.12077 0.659 -0.626 -1.240
H -3.58533 0.25403 1.45229 -0.051 -1.095 -0.794
H -2.87071 -2.23642 0.58731 -2.054 0.922 -1.370
H -4.82215 -1.62890 0.89747 3.326 -0.157 -2.858
H -4.50025 -2.58747 -1.66993 1.425 2.106 1.829
H -1.55232 1.76067 0.20673 0.072 0.550 -0.835
H 0.72087 1.01236 1.62062 0.153 0.797 -0.952
H 1.09616 -0.36125 -1.07446 0.901 -0.051 0.492
H 0.70428 -1.22416 0.37519 0.251 0.910 0.196
H 3.27031 0.68006 0.32010 -1.060 -2.093 1.026
H 2.69472 -0.71844 1.61478 0.284 1.005 -0.856
H 5.54652 -2.19156 0.04970 -0.882 -0.176 -0.811
H 4.80938 -1.16398 1.24568 -0.218 -1.356 -3.571
H 0.21812 1.35155 -1.69490 0.234 4.506 0.799
N -3.46728 1.01374 -0.42539 -0.341 -1.592 -1.173
N -0.95402 0.96856 0.33928 0.958 -2.513 1.071
N 4.73124 -1.60563 0.21055 2.158 1.170 4.861
O -1.33713 -0.89379 1.87136 -0.706 3.419 -4.400
O -3.99093 -1.75184 -1.35040 -0.183 -0.616 1.182
O 1.96017 2.93677 0.21220 -1.117 -0.826 -0.619
O 3.04627 -1.94814 -1.30915 -0.146 -1.000 -1.152
O 0.40980 2.41948 -1.40979 0.802 -4.568 0.117